# 1
Here is a cluster of 2 separate species, C7H12O in total in a non-equilibrium geometry from the Open Molecules 2025 dataset. Energies are from the ωB97M-V functional and the def2-TZVPD basis.

Each line ends with the Löwdin charge.
CARTESIAN COORDINATES (ANGSTROEM)
C  -1.82145  0.76628  -0.85564  -0.084
C  -1.00646  1.26030  -1.79042  -0.086
C  1.64630  0.99391  0.80803  -0.097
C  0.65004  -1.19919  0.05335  -0.361
C  -0.38884  -1.05577  0.85713  -0.090
C  1.58294  -0.08574  -0.26218  -0.200
C  -1.17346  -1.14659  1.89114  0.011
O  0.74211  -2.24163  -0.84637  0.039
H  0.05631  -2.89031  -0.65569  0.107
H  -2.06004  1.33000  0.03224  0.056
H  -2.41639  -0.11329  -1.04214  0.059
H  2.57511  -0.50095  -0.45326  0.120
H  -2.16481  -0.71384  1.89158  0.047
H  -0.86212  -1.61995  2.81272  0.057
H  -0.59058  2.25243  -1.70802  0.053
H  1.15786  0.37940  -1.19312  0.103
H  -0.90018  0.78318  -2.75194  0.053
H  1.93753  0.57401  1.76815  0.079
H  0.67340  1.46580  0.92238  0.065
H  2.36271  1.76196  0.52205  0.073

The SMILES is C=C=C(O)CC.C=C. Its net charge is 0. The total energy comes out at -9498.128 eV. The HOMO energy is -8.4 eV.


# 2
Here is an isolated molecule of CH2N2O3 in a non-equilibrium geometry from the Open Molecules 2025 dataset. Energies are from the ωB97M-V functional and the def2-TZVPD basis.

Each line ends with the Löwdin charge.
CARTESIAN COORDINATES (ANGSTROEM)
C  -0.29174  -0.25749  0.06025  -0.104
N  -1.01412  0.98346  0.18315  -0.031
N  1.16855  -0.00717  -0.03409  -0.430
O  -2.17888  0.97301  -0.11406  0.039
O  1.54409  1.12563  -0.14090  0.104
O  1.85981  -0.99587  -0.00524  0.079
H  -0.61258  -0.93352  -0.88768  0.198
H  -0.47513  -0.88805  0.93856  0.145

The SMILES is O=NC[N+](=O)[O-]. Its net charge is 0. The total energy comes out at -10186.155 eV. The HOMO energy is -10.1 eV.


# 3
Here is a structure of composition ArH18O9 from the Open Molecules 2025 dataset. Energies are from the ωB97M-V functional and the def2-TZVPD basis.

Each line ends with the Löwdin charge.
CARTESIAN COORDINATES (ANGSTROEM)
Ar  -0.65677  0.36744  -0.45376  0.213
O  2.01891  0.25507  -2.32049  -0.075
H  1.86442  -0.66654  -2.52784  0.014
H  1.22337  0.70254  -2.60876  -0.047
O  0.27896  2.29667  -3.24206  -0.048
H  -0.16735  2.10697  -4.06733  0.047
H  0.17086  3.24016  -3.12213  0.054
O  1.30665  -0.48798  1.90061  -0.088
H  0.41350  -0.48968  2.24487  -0.026
H  1.28272  -1.10380  1.16821  -0.022
O  3.25810  1.37285  1.45223  -0.070
H  2.55528  0.73051  1.35387  -0.036
H  3.65387  1.43061  0.58260  0.019
O  -1.17365  -0.40929  3.08273  -0.036
H  -1.36226  -1.04836  3.76994  0.074
H  -1.93783  0.16708  3.07473  0.061
O  -1.86405  -1.86408  -2.78597  -0.071
H  -1.66322  -1.29515  -3.52909  0.023
H  -2.76311  -1.63851  -2.54713  0.032
O  1.70523  -2.52770  -0.05146  -0.033
H  1.22644  -2.32168  -0.85430  0.030
H  2.62103  -2.58014  -0.32496  0.058
O  -3.21504  -1.89769  1.50535  -0.056
H  -2.59858  -1.20915  1.75458  -0.026
H  -2.87038  -2.68941  1.91843  0.034
O  -1.28721  3.52721  1.49495  -0.056
H  -1.67630  2.65761  1.58790  0.001
H  -0.34357  3.37442  1.54423  0.033

Its net charge is 0. The total energy comes out at -33073.915 eV. The HOMO energy is -10.2 eV.


# 4
Here is the ion C19H20N3O3S with charge -1 in a non-equilibrium geometry from the Open Molecules 2025 dataset. Energies are from the ωB97M-V functional and the def2-TZVPD basis.

Each line ends with the Löwdin charge.
CARTESIAN COORDINATES (ANGSTROEM)
C  5.15159  2.17902  1.09365  -0.085
C  3.64742  2.14161  1.09568  -0.236
O  3.24278  0.74706  1.03400  -0.043
C  1.88830  0.68202  0.87147  -0.557
C  1.51326  -0.69681  0.35091  -0.278
C  0.28418  -1.19514  0.89649  -0.392
C  -0.04587  -2.64080  0.79916  -0.079
N  -0.57299  -0.30504  1.39842  0.039
N  -1.82047  -0.63361  1.52524  0.012
C  -2.65388  0.51428  1.69990  -0.518
N  -3.93603  0.08376  1.37715  0.097
C  -5.07506  0.85509  1.29391  -0.237
C  -6.27922  0.27496  0.81602  -0.042
C  -7.40845  1.08456  0.63582  -0.119
C  -7.37255  2.45127  0.95891  -0.135
C  -6.20480  3.00275  1.49523  -0.099
C  -5.05596  2.21530  1.66468  -0.016
O  -2.30933  1.62409  2.06740  0.032
O  1.16536  1.64259  1.00849  0.090
H  5.47899  3.21615  1.18688  0.071
H  5.57447  1.61346  1.92918  0.075
H  5.56182  1.78404  0.15907  0.071
H  3.23174  2.57110  2.01800  0.126
H  3.24326  2.65971  0.21057  0.129
H  2.32160  -1.42683  0.25521  0.099
H  0.86064  -3.24712  0.85674  0.064
H  -0.70011  -2.90444  1.63040  0.057
H  -0.55226  -2.87955  -0.14385  0.069
H  -3.91923  -0.90746  1.12071  0.134
H  -6.30095  -0.79936  0.58917  0.103
H  -8.32227  0.64072  0.24465  0.089
H  -8.25577  3.07701  0.80227  0.086
H  -6.16283  4.05077  1.78532  0.094
H  -4.13807  2.63427  2.07259  0.093
S  1.68673  -0.16965  -1.65236  0.912
C  2.82371  -1.11022  -2.52665  -0.625
C  4.19519  -0.77448  -2.68730  -0.097
C  5.07933  -1.74939  -3.15521  -0.109
C  4.59243  -3.01090  -3.54168  -0.116
C  3.21034  -3.26685  -3.56913  -0.107
C  2.32282  -2.29662  -3.11896  -0.126
H  4.51051  0.23771  -2.42683  0.097
H  6.15399  -1.53565  -3.21135  0.096
H  5.29001  -3.80033  -3.82501  0.089
H  2.81739  -4.22351  -3.92893  0.097
H  1.23820  -2.40954  -3.15609  0.093

The SMILES is CCOC(=O)[C@H](Sc1ccccc1)/C(C)=N/N=C(\[O-])Nc1ccccc1. Its net charge is -1. The total energy comes out at -41475.475 eV. The HOMO energy is -3.5 eV.


# 5
Here is a cluster of 3 separate species, C4H15NO3 in total in a non-equilibrium geometry from the Open Molecules 2025 dataset. Energies are from the ωB97M-V functional and the def2-TZVPD basis.

Each line ends with the Löwdin charge.
CARTESIAN COORDINATES (ANGSTROEM)
C  1.10961  0.65966  1.97787  -0.213
O  0.78403  2.04374  2.10436  -0.094
C  0.10494  0.13027  0.93740  -0.353
C  -0.35584  -1.22995  1.35142  -0.272
C  -1.66076  -1.73596  0.81727  -0.108
N  0.81126  0.21733  -0.41932  0.057
H  2.26123  0.67608  1.69473  0.155
H  1.04926  0.40169  2.99484  0.094
H  0.64258  2.39540  1.23854  0.048
H  -0.76445  0.85407  0.89508  0.157
H  0.42688  -1.94742  1.09637  0.109
H  -0.27320  -1.39785  2.48521  0.133
H  -2.50316  -1.64440  1.54913  0.086
H  -1.60442  -2.82525  0.59350  0.084
H  -1.88951  -1.14398  -0.03447  0.054
H  0.30804  -0.12650  -1.15829  0.014
H  1.64423  -0.37308  -0.55500  0.091
H  -0.33441  -1.72276  -4.25403  0.056
H  0.59923  -0.45458  -4.43122  0.001
O  0.49879  -1.27056  -4.00368  -0.049
H  -0.24948  2.15030  -1.23794  -0.014
H  -0.17981  3.61795  -1.63740  0.058
O  -0.42503  2.72580  -2.00437  -0.093

The SMILES is CC[C@H](N)CO.O.O. Its net charge is 0. The total energy comes out at -12022.406 eV. The HOMO energy is -9.7 eV.


# 6
Here is a structure of composition C14H20BBaN3 in a non-equilibrium geometry from the Open Molecules 2025 dataset. Energies are from the ωB97M-V functional and the def2-TZVPD basis.

Each line ends with the Löwdin charge.
CARTESIAN COORDINATES (ANGSTROEM)
C  -0.68794  1.77789  1.70237  -0.244
C  -1.57372  -1.66361  1.72360  -0.098
H  0.28248  2.25812  1.96049  -0.109
H  -1.28567  1.62548  2.59974  -0.085
H  -1.25706  2.40443  0.99430  -0.074
H  -1.27435  -2.60582  1.24702  0.078
H  0.47564  -2.16360  2.30969  0.114
H  -2.17016  -1.81174  2.63724  0.106
C  0.72074  2.88114  -1.93649  -0.184
C  0.88129  3.61828  -3.09320  -0.096
C  1.08017  2.94758  -4.30109  -0.080
C  1.05016  1.55671  -4.34569  -0.035
H  0.58282  3.29061  -0.93228  0.107
H  0.85564  4.70527  -3.03379  0.101
H  1.24156  3.51324  -5.21711  0.105
H  1.25258  1.00385  -5.25950  0.100
N  0.66243  1.53426  -1.97776  -0.233
C  0.76942  0.85484  -3.16493  -0.287
C  0.65250  -0.62414  -3.10587  -0.275
N  0.68862  -1.18926  -1.85107  -0.199
C  0.49782  -2.52982  -1.71752  -0.171
C  0.36263  -2.80061  -4.10930  -0.082
C  0.29952  -3.35249  -2.82269  -0.101
H  0.50463  -2.90122  -0.69131  0.092
H  0.11414  -4.41795  -2.68282  0.096
C  0.56554  -1.42932  -4.25336  -0.033
H  0.66763  -0.95177  -5.22846  0.100
H  0.24904  -3.41976  -5.00082  0.105
Ba  1.95781  0.35836  -0.25605  1.718
C  -2.00289  -0.60081  0.79276  -0.180
H  -2.84189  -0.96819  0.17957  0.082
H  -1.18124  -0.32874  0.10329  0.030
H  -2.35658  0.31166  1.28959  0.049
B  0.02388  0.10142  4.75013  -0.432
C  0.08368  -0.57194  3.47295  -0.134
N  0.06577  -1.22332  2.42692  0.025
H  -0.93809  0.84362  4.63032  0.033
H  1.10416  0.68158  4.76862  0.042
H  -0.12270  -0.71410  5.66111  0.048

Its net charge is 0. The total energy comes out at -20674.474 eV. The HOMO energy (alpha / beta) is -5.1 / -5.2 eV.


ΔE to the lowest compared entry with this formula, charge and spin for the records above, in order: 259.58 380.25 74.14 0.00 174.84 0.00 kJ/mol